(1)
Computed, not measured: a cluster of 2 separate species, C4H8ClF in total, with the ωB97M-V functional and the def2-TZVPD basis.

Its lowest unoccupied orbital energy is 0.0301 Eh. The HOMO-LUMO gap is 9.75 eV. The SMILES is C=C(Cl)CC.F. The energy relative to the best compared isomer or geometry (same formula, charge and spin) comes out at 54.5 kcal per mole. As for the largest force on an atom: 10.7 eV Å⁻¹.

Positions of all 14 atoms, in Å:
C (0.3788, -1.1256, -1.1457)
C (0.2775, -0.4408, 1.7491)
C (0.6237, 0.3069, -0.6801)
C (0.3744, 0.6047, 0.8617)
F (-2.1320, 1.2587, -0.0050)
Cl (0.4323, 2.1774, 1.3790)
H (0.8742, -1.8560, -0.4372)
H (0.4195, -1.3188, -2.2318)
H (-0.7394, -1.1423, -0.7909)
H (0.3605, -0.3245, 2.8084)
H (-2.5479, 1.6642, -0.5657)
H (0.1123, -1.4021, 1.2173)
H (1.7017, 0.6803, -0.9399)
H (-0.1354, 0.9178, -1.2192)

Cartesian forces, eV/Å:
C -2.5 -0.1 2.7
C 0.0 1.2 -3.1
C 1.1 1.9 0.0
C 0.7 -4.7 -0.3
F 5.2 -5.4 7.3
Cl 0.3 1.9 0.3
H -0.1 0.5 -1.5
H 0.3 0.1 0.8
H 1.6 -0.9 -1.1
H -0.4 -0.1 0.4
H -5.6 5.4 -7.4
H 0.4 0.5 1.2
H -1.9 -0.4 0.5
H 0.9 0.0 0.2



(2)
Computed, not measured: a cluster of 2 separate species, C4H8ClF3Si in total, with the ωB97M-V functional and the def2-TZVPD basis.

Its lowest unoccupied orbital energy (spin up / spin down) is -0.0113 / -0.0200 Eh. The HOMO-LUMO gap (spin up / spin down) is 8.37 / 6.79 eV. The energy relative to the best compared isomer or geometry (same formula, charge and spin) comes out at 73.0 kcal per mole. As for the largest force on an atom: 3.0 eV Å⁻¹.

Positions of all 17 atoms, in Å:
C (-1.1457, 2.3690, -0.2432)
C (1.7433, -2.1684, -0.1917)
C (-0.7908, 0.9414, -0.5595)
C (-1.5254, -0.1221, 0.1301)
F (-0.9858, -1.3408, -0.3030)
F (-2.8302, -0.0105, -0.0873)
F (-1.4423, -0.1219, 1.4981)
Si (1.7925, -0.6074, 0.7566)
Cl (3.6198, 0.1290, 0.3167)
H (-2.1582, 2.5576, 0.0773)
H (-0.5677, 2.7130, 0.5974)
H (-1.0727, 2.9703, -1.2343)
H (0.7890, -2.6105, -0.0496)
H (1.8869, -1.8642, -1.2596)
H (2.3838, -2.9572, 0.2008)
H (-0.7821, 0.6870, -1.6041)
H (1.0856, -0.5646, 1.9553)

Cartesian forces, eV/Å:
C 0.2 0.5 -1.9
C 0.1 0.0 -0.4
C 0.5 -0.1 0.6
C 1.5 -0.1 0.7
F -1.8 0.8 0.5
F -0.9 -1.0 -0.6
F 0.3 -0.2 -0.5
Si -0.9 0.5 -2.8
Cl 0.5 0.6 0.5
H -0.7 -0.5 0.1
H 0.6 0.7 -0.1
H 0.5 -0.6 2.0
H -1.1 -0.2 -0.3
H 0.1 -0.8 0.9
H 0.8 0.3 -0.4
H 0.4 0.0 -0.4
H -0.2 0.2 1.9



(3)
Computed, not measured: a structure of composition C4H8ClIO3S, with the ωB97M-V functional and the def2-TZVPD basis.

Its lowest unoccupied orbital energy (spin up / spin down) is -0.0894 / -0.1411 Eh. The HOMO-LUMO gap (spin up / spin down) is 8.05 / 5.63 eV. The energy relative to the best compared isomer or geometry (same formula, charge and spin) comes out at 10.9 kcal per mole. As for the largest force on an atom: 3.8 eV Å⁻¹.

Positions of all 18 atoms, in Å:
C (1.1799, -1.0536, 1.5968)
C (-1.0936, 1.8555, -1.6928)
C (-0.0124, -1.0405, 0.6302)
C (-1.0346, 0.1170, 0.7860)
O (-1.2056, 2.6185, 0.9041)
O (0.9143, 1.7010, -0.0451)
O (0.4884, -1.0252, -0.6765)
S (-0.5685, 1.6906, 0.0476)
Cl (-5.7100, -0.2887, -0.3682)
I (-3.0463, -0.1477, 0.7922)
H (1.9028, -1.5300, 0.9247)
H (0.9516, -1.5030, 2.5277)
H (1.4946, -0.0403, 1.7658)
H (-0.1199, 2.0734, -2.0891)
H (-1.5336, 1.0250, -2.1728)
H (-1.7465, 2.8440, -1.7780)
H (-0.6188, -1.8230, 0.8064)
H (0.9843, -0.2213, -0.7385)

Cartesian forces, eV/Å:
C -0.5 0.8 -1.5
C -0.7 3.2 1.1
C 0.8 3.4 0.4
C 0.7 -0.4 -1.5
O -0.7 1.5 0.4
O -2.0 -0.3 0.2
O -1.1 -1.1 -0.6
S 2.4 -0.8 -0.4
Cl 0.8 0.0 0.1
I -0.7 0.0 0.5
H 0.3 -0.3 1.0
H 0.1 -0.8 0.8
H 0.4 0.5 0.1
H 0.3 0.0 -0.6
H -0.6 -1.0 -0.2
H 1.2 -2.3 0.3
H -1.6 -3.4 0.0
H 0.9 1.0 -0.2



(4)
Computed, not measured: the molecule C4H8ClN, with the ωB97M-V functional and the def2-TZVPD basis.

Its lowest unoccupied orbital energy is 0.0369 Eh. The HOMO-LUMO gap is 10.58 eV. The SMILES is C[C@@H]1[C@H](C)N1Cl. The energy relative to the best compared isomer or geometry (same formula, charge and spin) comes out at 42.8 kcal per mole. As for the largest force on an atom: 4.0 eV Å⁻¹.

Positions of all 14 atoms, in Å:
C (0.5599, -0.7016, -0.2361)
C (0.4930, 0.7840, -0.1861)
C (-0.6380, -1.6126, -0.1471)
C (-0.7002, 1.5688, 0.0307)
N (0.9301, -0.0436, 1.0139)
Cl (2.6487, 0.0473, 1.3134)
H (1.3895, -0.9817, -0.9229)
H (1.3389, 1.2908, -0.6024)
H (-0.7859, -2.0695, 0.7585)
H (-0.6327, -2.4821, -0.8716)
H (-1.4652, -0.9287, -0.4669)
H (-1.0232, 2.1944, -0.7755)
H (-0.5943, 2.0615, 0.9991)
H (-1.5206, 0.8731, 0.0930)

Cartesian forces, eV/Å:
C 1.4 -0.6 -0.9
C 1.5 -1.0 0.9
C -0.4 0.9 -3.9
C -1.5 -0.2 0.9
N -0.1 0.5 -0.6
Cl -0.1 -0.1 -0.1
H -0.5 -0.3 0.9
H 0.3 0.1 -0.5
H -0.4 -0.5 2.5
H 0.3 1.2 0.4
H 0.0 -1.2 0.6
H 0.4 0.8 -0.4
H -0.3 0.4 -0.3
H -0.6 -0.2 0.5



(5)
Computed, not measured: the ion C4H8ClN2 with charge +1, with the ωB97M-V functional and the def2-TZVPD basis.

Its lowest unoccupied orbital energy is -0.1339 Eh. As for the charge: +1. The HOMO-LUMO gap is 11.40 eV. The SMILES is C[C@@H]1NC(=[NH2+])[C@H]1Cl. The energy relative to the best compared isomer or geometry (same formula, charge and spin) comes out at 34.8 kcal per mole. As for the largest force on an atom: 4.2 eV Å⁻¹.

Positions of all 15 atoms, in Å:
C (0.6467, -0.9953, -0.0088)
C (1.0629, 0.4093, 0.3660)
C (-0.3068, 0.7698, -0.5505)
C (-1.4665, 1.5993, 0.1504)
N (-0.5085, -0.7022, -0.4948)
N (1.1583, -2.2064, 0.0898)
Cl (2.5986, 0.9642, -0.0511)
H (0.9554, 0.6529, 1.4467)
H (-0.2352, 1.1411, -1.5553)
H (-1.8760, 0.9939, 0.8971)
H (-2.2741, 1.6246, -0.4704)
H (-1.1106, 2.5043, 0.5092)
H (-1.1481, -1.3881, -0.9721)
H (1.8944, -2.3249, 0.7642)
H (0.6094, -3.0424, -0.1203)

Cartesian forces, eV/Å:
C 0.3 -1.3 0.8
C -2.4 0.3 -0.3
C -1.1 0.9 2.4
C 2.9 -3.0 -0.5
N -1.3 -0.6 -1.7
N 0.1 0.2 0.6
Cl 1.4 0.4 -0.8
H -0.6 -0.4 -0.8
H 1.0 0.0 -0.4
H -0.1 -0.8 1.9
H -2.0 0.9 -2.3
H 0.4 1.8 0.5
H 0.6 1.4 0.7
H 0.4 -0.2 -0.1
H 0.3 0.5 0.0



(6)
Computed, not measured: the ion C4H8ClN2O2 with charge +1, with the ωB97M-V functional and the def2-TZVPD basis.

Its lowest unoccupied orbital energy is -0.1348 Eh. As for the charge: +1. The HOMO-LUMO gap is 10.35 eV. The SMILES is O=C1NC[NH2+][C@@H](O)[C@@H]1Cl. The energy relative to the best compared isomer or geometry (same formula, charge and spin) comes out at 0.0 kcal per mole. As for the largest force on an atom: 4.7 eV Å⁻¹.

Positions of all 17 atoms, in Å:
C (-0.2119, 0.6354, 1.5291)
C (-0.2677, 1.1635, -0.9702)
C (-0.3322, -0.8405, 1.1982)
C (0.5795, -1.0884, -0.2842)
N (-0.1494, 1.4180, 0.4840)
N (-0.3196, -0.2509, -1.3028)
O (-0.1353, 1.0828, 2.6422)
O (1.7749, -0.5899, 0.0014)
Cl (-2.0860, -1.3760, 0.9836)
H (-1.2237, 1.4357, -1.3570)
H (0.4486, 1.7747, -1.4946)
H (0.1270, -1.5096, 1.8904)
H (0.6786, -2.1212, -0.4709)
H (0.0609, 2.3991, 0.6660)
H (-1.2625, -0.5571, -1.0663)
H (-0.1731, -0.4531, -2.3108)
H (2.4919, -1.1224, -0.1381)

Cartesian forces, eV/Å:
C -0.2 -1.3 1.9
C -0.7 1.0 1.2
C 0.1 -0.9 -3.3
C -2.7 0.8 3.4
N 0.1 2.3 -4.1
N 2.2 -2.2 0.5
O 0.0 -0.5 0.5
O -1.9 3.9 0.3
Cl 1.3 0.6 0.0
H -0.9 1.1 0.1
H 0.7 -0.5 -0.2
H 0.2 -0.1 0.7
H -0.9 -1.2 -1.0
H -0.2 -0.4 0.2
H -0.3 -0.4 0.0
H 0.2 0.3 0.7
H 2.8 -2.4 -0.9



(7)
Computed, not measured: the molecule C4H8ClN2P, with the ωB97M-V functional and the def2-TZVPD basis.

Its lowest unoccupied orbital energy (spin up / spin down) is -0.0039 / -0.0039 Eh. The HOMO-LUMO gap (spin up / spin down) is 7.46 / 7.46 eV. The SMILES is CC1=NN=[P@@](C)(Cl)C1. The energy relative to the best compared isomer or geometry (same formula, charge and spin) comes out at 60.9 kcal per mole. As for the largest force on an atom: 3.9 eV Å⁻¹.

Positions of all 16 atoms, in Å:
C (-0.9806, 1.0246, -0.0373)
C (-0.3424, -0.3369, 0.0735)
C (-2.2394, 1.3919, 0.6870)
C (1.9147, -1.9897, -0.5066)
N (-0.3460, 1.8042, -0.8354)
N (0.7412, 1.7738, -1.3792)
P (1.3831, -0.1244, -0.6034)
Cl (2.1334, 0.5818, 1.1203)
H (-0.2955, -0.4334, 1.1348)
H (-0.7888, -1.2352, -0.3149)
H (-3.0321, 1.0794, -0.0309)
H (-2.1093, 2.5144, 0.8076)
H (-2.2867, 0.7211, 1.6468)
H (1.1959, -2.4369, 0.1544)
H (2.0249, -2.5140, -1.5287)
H (3.0276, -1.8208, -0.3880)

Cartesian forces, eV/Å:
C -0.4 -0.8 -0.5
C 0.9 1.0 -0.3
C 0.8 -0.5 -0.1
C 1.9 1.7 -2.9
N 1.1 0.1 0.3
N -0.7 0.7 -0.6
P -1.2 -2.1 -0.1
Cl 1.0 0.3 0.8
H 0.4 -0.7 0.9
H -0.7 -0.2 -0.6
H -0.2 0.6 1.0
H -1.1 -1.4 0.4
H -0.1 1.8 -1.6
H 0.7 -0.7 0.6
H -1.2 0.9 1.3
H -1.2 -0.8 1.4



(8)
Computed, not measured: the molecule C4H8ClNO, with the ωB97M-V functional and the def2-TZVPD basis.

Its lowest unoccupied orbital energy is 0.0298 Eh. The HOMO-LUMO gap is 10.69 eV. The SMILES is CC[C@@H](Cl)C(N)=O. The energy relative to the best compared isomer or geometry (same formula, charge and spin) comes out at 0.0 kcal per mole. As for the largest force on an atom: 3.6 eV Å⁻¹.

Positions of all 15 atoms, in Å:
C (-0.5443, 1.6889, 0.0767)
C (1.4161, -1.6355, 0.0125)
C (0.1040, -0.8628, 0.2145)
C (0.2656, 0.5115, -0.5030)
N (-1.7715, 1.3800, 0.6174)
O (-0.1514, 2.8624, 0.0359)
Cl (-0.2831, 0.4617, -2.1950)
H (1.7233, -1.6333, -1.0022)
H (2.2539, -1.2568, 0.5598)
H (1.1965, -2.7319, 0.0859)
H (-0.0402, -0.8497, 1.2570)
H (-0.7838, -1.4755, -0.2054)
H (1.2647, 0.9459, -0.4444)
H (-2.1452, 0.5107, 0.5858)
H (-2.5046, 2.0844, 0.9045)

Cartesian forces, eV/Å:
C -1.0 2.0 0.5
C -1.5 -1.8 -0.7
C 0.2 -0.8 -2.4
C -1.2 0.8 1.5
N -0.1 3.6 0.6
O -0.2 -2.2 0.0
Cl 0.3 -0.4 -0.3
H 0.2 0.6 -1.3
H 0.3 -0.1 0.8
H 0.6 0.8 0.9
H -0.4 0.9 1.4
H 1.4 1.2 0.4
H 0.2 -0.6 -0.3
H -0.8 -3.2 -0.3
H 2.0 -0.7 -0.7



Q: Which formula does entry 6 have?
A: C4H8ClN2O2



Q: Look up the energy relative to the best compared isomer or geometry (same formula, charge and spin) of the fourth one.
A: 42.8 kcal per mole